# 1
Entry from the OMol25 dataset: 5 unconnected molecules or ions with the total composition C10H20Cl10O2PS (ωB97M-V with the def2-TZVPD basis set).

Computed properties:
Lowest unoccupied orbital energy (eV): -3.46
E_HOMO (eV): -12.32
Charge: +1
Gap between HOMO and LUMO (eV): 8.858

Each line ends with the Löwdin charge.
Positions of all 44 atoms, in Å:
1 O 3.057794 3.307012 0.592523  0.068
2 C 2.303073 3.334402 -0.320442  -0.888
3 Cl 2.517817 4.390767 -1.693199  0.758
4 C 1.084832 2.437085 -0.470809  -0.425
5 S 0.268168 2.249446 1.128379  0.739
6 P -1.819751 3.060049 0.894942  0.377
7 O -2.013550 3.190740 -0.683714  -0.415
8 Cl -1.209569 4.939038 1.234691  0.324
9 H 0.372542 2.822074 -1.209266  0.069
10 H 1.407407 1.437466 -0.801110  0.112
11 H 0.046076 0.904909 1.242386  -0.175
12 H -2.547758 2.446469 -1.032902  0.018
13 Cl 6.754952 2.398964 -3.433947  0.550
14 C 6.192561 2.660383 -1.764646  -0.685
15 C 7.190490 3.423060 -0.931784  -0.666
16 Cl 8.657603 2.467652 -0.610860  0.549
17 H 5.984208 1.685059 -1.330520  0.066
18 H 5.264031 3.225377 -1.831284  0.029
19 H 6.747648 3.665653 0.033109  0.070
20 H 7.492151 4.344037 -1.424014  0.071
21 Cl -4.808704 0.396758 -0.566783  0.567
22 C -3.912644 -1.130502 -0.326435  -0.702
23 C -2.593664 -0.872984 0.343342  -0.612
24 Cl -1.522511 0.064014 -0.763906  0.575
25 H -3.788752 -1.603462 -1.295431  0.037
26 H -4.522552 -1.779531 0.297897  0.059
27 H -2.084780 -1.803684 0.583590  0.047
28 H -2.716847 -0.285361 1.250992  0.071
29 Cl 0.078016 0.152082 4.372310  0.556
30 C 0.629971 -1.522944 4.100307  -0.635
31 C 1.553205 -1.598255 2.914070  -0.583
32 Cl 0.661345 -1.208595 1.403827  0.598
33 H -0.251802 -2.143211 3.963082  0.073
34 H 1.156516 -1.849341 4.994967  0.085
35 H 1.959421 -2.599766 2.791161  0.085
36 H 2.370817 -0.887516 2.996611  0.078
37 Cl -3.219426 -4.494764 -0.795423  0.557
38 C -4.600442 -5.459860 -1.404996  -0.631
39 C -5.439896 -4.688525 -2.389673  -0.641
40 Cl -6.318795 -3.344716 -1.610782  0.571
41 H -5.182754 -5.774939 -0.543710  0.072
42 H -4.177033 -6.337304 -1.889329  0.078
43 H -6.187750 -5.347600 -2.826120  0.078
44 H -4.831656 -4.269626 -3.187116  0.071

Forces on the atoms, in the same order (eV/Å):
O -0.25 -0.04 -0.13
C 0.29 -0.03 0.12
Cl 0.00 0.01 -0.06
C -0.31 -0.37 -0.43
S 0.57 0.12 0.65
P -0.63 -0.06 0.10
O -0.05 -0.34 -0.19
Cl 0.09 0.29 0.07
H 0.11 -0.04 0.22
H 0.00 0.28 0.12
H 0.08 0.25 -0.30
H 0.12 0.16 0.03
Cl 0.00 -0.01 -0.01
C -0.09 -0.03 0.00
C -0.01 0.05 0.04
Cl 0.01 0.00 0.00
H 0.05 -0.01 0.00
H 0.03 0.05 0.02
H -0.01 -0.02 0.00
H 0.03 -0.02 -0.02
Cl 0.01 0.06 0.00
C -0.06 0.00 0.00
C -0.16 -0.03 0.09
Cl 0.05 -0.20 -0.09
H -0.02 0.02 0.00
H -0.02 0.03 0.00
H 0.04 0.01 -0.14
H 0.05 0.02 -0.01
Cl -0.05 0.04 0.01
C 0.02 -0.08 0.01
C 0.05 0.07 0.10
Cl 0.15 -0.26 -0.15
H 0.00 0.01 0.00
H 0.01 0.07 0.02
H -0.09 -0.02 -0.03
H -0.01 0.01 -0.02
Cl 0.02 -0.01 0.01
C -0.06 -0.08 -0.02
C 0.03 -0.02 -0.04
Cl 0.00 0.02 -0.01
H 0.01 0.04 0.02
H 0.03 0.03 -0.01
H -0.01 -0.01 0.04
H 0.00 0.02 0.01



# 2
Entry from the OMol25 dataset: 2 unconnected molecules or ions with the total composition C10H20ClINS (ωB97M-V with the def2-TZVPD basis set).

Computed properties:
Lowest unoccupied orbital energy (eV): -3.48
E_HOMO (eV): -12.33
Charge: +1
Gap between HOMO and LUMO (eV): 8.856

Each line ends with the Löwdin charge.
Positions of all 34 atoms, in Å:
1 Cl 2.015182 0.200639 4.021435  0.608
2 C 1.300036 -0.485552 2.544049  -0.590
3 C 0.012762 0.246149 2.196722  -0.296
4 C 0.329880 1.128689 0.990094  -0.412
5 S -1.089984 2.119782 0.485423  1.175
6 C -0.613858 3.025398 -1.042593  -0.341
7 C 0.887528 3.135879 -1.248244  -0.363
8 C 1.489666 1.911228 -1.927596  -0.660
9 I 3.126178 2.550235 -3.185305  0.835
10 H 1.148921 -1.542992 2.651888  0.071
11 H 2.044332 -0.349909 1.782115  0.049
12 H -0.255181 0.890499 3.015375  0.090
13 H -0.785655 -0.444276 1.985384  0.097
14 H 1.084264 1.831825 1.294863  0.105
15 H 0.709312 0.499201 0.200849  0.026
16 H -2.023482 1.261547 0.031342  0.018
17 H -1.055833 2.537372 -1.890401  0.092
18 H -1.043273 4.011267 -0.958272  0.093
19 H 1.030282 3.986872 -1.888180  0.077
20 H 1.436039 3.329995 -0.339733  0.108
21 H 0.770528 1.352454 -2.502755  0.045
22 H 1.934166 1.235478 -1.218366  0.004
23 C -1.383734 -3.491248 0.695472  -0.093
24 C -1.831728 -2.542184 -0.410817  -0.254
25 C -0.789124 -2.385155 -1.525042  -0.164
26 C 0.464194 -1.842443 -0.995207  -0.193
27 N 1.451435 -1.433829 -0.584666  0.192
28 H -0.488628 -3.124368 1.201352  0.060
29 H -2.164997 -3.597335 1.447196  0.082
30 H -1.165202 -4.481681 0.295889  0.087
31 H -2.053973 -1.561035 0.022130  0.087
32 H -2.757741 -2.911874 -0.851808  0.116
33 H -1.154410 -1.712923 -2.301910  0.119
34 H -0.577904 -3.347707 -1.990682  0.132

Forces on the atoms, in the same order (eV/Å):
Cl 0.06 -0.11 0.15
C 0.13 0.28 0.26
C 0.25 0.53 -0.40
C -0.37 -0.91 0.15
S -0.06 0.84 0.25
C 0.31 -0.01 0.19
C -0.01 -0.67 -0.22
C 0.68 0.41 0.03
I -0.36 -0.33 0.16
H -0.05 -0.40 0.33
H 0.30 -0.07 -0.40
H -0.40 0.03 0.47
H -0.39 -0.30 -0.09
H 0.24 0.59 -0.02
H -0.11 0.11 -0.43
H 0.38 -0.28 -0.08
H -0.34 -0.34 -0.30
H -0.32 0.20 0.33
H -0.03 0.52 -0.22
H 0.07 0.33 0.35
H -0.14 -0.06 -0.50
H 0.23 -0.25 0.09
C -0.05 0.08 0.01
C -0.01 -0.16 0.18
C -0.13 0.08 0.21
C -0.39 -0.42 -0.47
N 0.35 0.33 0.25
H 0.05 -0.03 -0.04
H 0.00 -0.03 -0.01
H 0.02 -0.01 0.01
H -0.03 0.03 -0.07
H 0.02 0.07 -0.07
H 0.05 -0.02 -0.08
H 0.05 -0.02 -0.02



# 3
Entry from the OMol25 dataset: 2 unconnected molecules or ions with the total composition C10H20ClNO4 in a non-equilibrium geometry (ωB97M-V with the def2-TZVPD basis set).

Computed properties:
SMILES string: NCC[C@]1(CCCCl)C(=O)OC[C@@H]1O.CO
Lowest unoccupied orbital energy (eV): 0.26
E_HOMO (eV): -9.52
Relative energy (zero: lowest compared OMol25 entry of this formula, charge and spin) (kcal/mol): 53.7
Gap between HOMO and LUMO (eV): 9.772

Each line ends with the Löwdin charge.
Positions of all 36 atoms, in Å:
1 N -1.224355 1.065885 2.410673  -0.008
2 C -1.658004 0.046107 1.378512  -0.259
3 C -1.003393 0.302331 -0.058532  -0.103
4 C 0.599010 0.354700 -0.065024  -0.241
5 C 1.438769 -0.865993 0.539210  -0.114
6 C 2.277943 -0.534973 1.856770  -0.241
7 C 3.618673 0.308933 1.604827  -0.575
8 Cl 4.994211 -0.241512 2.684251  0.483
9 C 1.057861 1.861235 0.200308  -0.310
10 O 1.195581 2.515769 1.242579  0.087
11 O 1.389667 2.554999 -1.024601  -0.033
12 C 0.883059 1.820281 -2.184543  -0.087
13 C 1.040338 0.306747 -1.628482  -0.304
14 O 0.531571 -0.765108 -2.447232  -0.041
15 H -0.217844 0.867322 2.538878  0.031
16 H -1.648227 0.758666 3.306832  0.073
17 H -1.456500 -1.032225 1.714461  0.108
18 H -2.791147 0.174328 1.290430  0.114
19 H -1.494201 1.237980 -0.510139  0.140
20 H -1.332051 -0.565441 -0.740390  0.120
21 H 0.675410 -1.677776 0.835360  0.127
22 H 2.132288 -1.370621 -0.225744  0.128
23 H 1.696909 -0.022391 2.686861  0.106
24 H 2.617565 -1.548549 2.289036  0.104
25 H 3.899745 0.386300 0.496011  0.090
26 H 3.380294 1.388904 1.922859  0.074
27 H -0.197051 2.089512 -2.438496  0.139
28 H 1.631899 1.846809 -3.036134  0.137
29 H 2.175663 0.166492 -1.728477  0.150
30 H 1.267215 -1.245747 -2.875303  0.106
31 C -4.012578 -1.975511 -1.748064  -0.167
32 O -4.633770 -0.983908 -0.942395  -0.135
33 H -3.270681 -2.502908 -1.148187  0.075
34 H -4.762483 -2.687456 -2.102288  0.075
35 H -3.517876 -1.500199 -2.599118  0.076
36 H -5.283514 -0.532984 -1.494709  0.076

Forces on the atoms, in the same order (eV/Å):
N 0.33 -1.84 -0.26
C -0.64 0.15 -0.21
C -0.73 -0.72 0.57
C 0.57 0.36 -3.15
C -0.80 -0.19 1.72
C 1.10 -1.05 0.18
C -1.58 1.58 -0.12
Cl -0.81 0.22 -0.93
C 1.06 2.12 1.42
O -0.45 -2.68 -3.10
O -1.41 -1.67 0.61
C 0.16 -2.17 0.70
C 1.54 0.81 -0.85
O -0.20 0.54 0.48
H -0.57 0.63 0.09
H 0.25 0.38 -0.73
H -0.20 1.33 -0.53
H 1.54 -0.41 -0.14
H 1.11 -1.14 0.71
H 0.61 1.20 1.01
H 1.10 1.21 -0.46
H -1.06 1.06 1.03
H 0.51 -0.62 -1.22
H -0.57 1.48 -0.65
H 0.00 -0.60 1.70
H 0.63 -1.67 -0.47
H 1.62 -0.13 0.20
H -1.23 0.73 0.92
H -1.36 0.44 0.92
H -0.58 0.60 0.53
C -0.21 0.20 -0.13
O -0.04 0.12 0.10
H -0.09 0.11 0.03
H 0.17 -0.14 -0.09
H 0.11 -0.22 -0.07
H 0.11 -0.04 0.19



# 4
Entry from the OMol25 dataset: a single C10H20N2O4 molecule in a non-equilibrium geometry (ωB97M-V with the def2-TZVPD basis set).

Computed properties:
SMILES string: CC[C@H](C)[C@H](NC(=O)[C@@H](N)[C@@H](C)O)C(=O)O
Lowest unoccupied orbital energy (eV): 0.50
E_HOMO (eV): -9.46
Relative energy (zero: lowest compared OMol25 entry of this formula, charge and spin) (kcal/mol): 39.1
Gap between HOMO and LUMO (eV): 9.962

Each line ends with the Löwdin charge.
Positions of all 36 atoms, in Å:
1 C 3.026759 -2.026008 -0.992335  -0.112
2 C 1.928637 -1.063560 -0.654910  -0.214
3 C 2.264358 -0.119715 0.594687  -0.323
4 C 2.201096 -0.878493 1.894168  -0.064
5 C 1.390575 1.156501 0.679788  -0.183
6 N -0.032768 0.946903 0.910620  0.123
7 C -0.943534 0.440511 -0.027822  -0.389
8 O -0.617310 0.040564 -1.142487  0.078
9 C -2.393028 0.560123 0.367453  -0.304
10 N -2.845291 1.893703 0.562889  0.076
11 C -3.289391 -0.148094 -0.694821  -0.403
12 C -3.138790 -1.595703 -0.561228  -0.064
13 O -4.669739 0.029459 -0.361526  -0.045
14 C 1.729955 2.096092 -0.512476  -0.448
15 O 1.031102 3.060000 -0.774830  0.089
16 O 2.726801 1.746335 -1.328915  0.116
17 H 3.966045 -1.498818 -1.161410  0.079
18 H 3.227201 -2.752797 -0.208228  0.062
19 H 2.805369 -2.595686 -1.911349  0.083
20 H 0.969072 -1.524722 -0.472547  0.095
21 H 1.859094 -0.442468 -1.568416  0.103
22 H 3.206672 0.290407 0.480119  0.105
23 H 2.848745 -1.733506 1.740512  0.061
24 H 1.166863 -1.342195 1.990085  0.106
25 H 2.577565 -0.262087 2.746849  0.097
26 H 1.670057 1.632128 1.608874  0.150
27 H -0.526571 1.666049 1.418044  0.121
28 H -2.495064 0.038219 1.349254  0.171
29 H -2.599237 2.451352 -0.231571  0.098
30 H -2.437427 2.290322 1.398518  0.082
31 H -3.006326 0.280341 -1.633683  0.138
32 H -3.674968 -1.913796 0.375953  0.105
33 H -2.085302 -1.966016 -0.479412  0.094
34 H -3.663504 -2.204863 -1.315352  0.091
35 H -4.840292 0.952853 -0.129745  0.079
36 H 2.662566 2.496667 -1.954739  0.146

Forces on the atoms, in the same order (eV/Å):
C 0.53 -0.87 0.01
C 0.61 1.86 0.26
C -2.77 -0.81 -0.87
C -0.67 -0.78 -0.14
C 0.38 -0.60 -0.68
N -1.17 -0.44 -1.08
C 1.58 0.57 -1.64
O -0.15 0.31 1.26
C -0.60 -1.84 0.72
N -0.22 0.74 0.41
C -0.42 0.90 2.05
C 0.46 -3.21 0.73
O -0.01 0.69 -0.34
C -2.41 0.33 0.24
O 0.67 -0.52 0.43
O 0.05 0.74 0.19
H 0.04 0.11 -0.08
H -0.02 -0.19 0.12
H -0.01 0.24 0.36
H -0.11 -0.29 -0.08
H -0.50 -0.15 0.72
H 2.26 0.50 -0.39
H 0.34 -0.22 0.49
H 1.13 0.92 0.49
H -0.68 -0.67 -0.43
H 0.55 0.54 0.06
H 0.60 0.04 0.45
H -0.17 0.13 -0.64
H 0.17 0.62 -0.33
H -0.24 0.33 -0.05
H -0.14 0.08 -0.91
H 0.66 0.47 -0.61
H -0.84 0.43 -0.27
H 0.36 0.53 -0.14
H 0.25 -0.03 -0.06
H 0.48 -0.43 -0.23



Number 1: calculated total energy -5884.7887 a.u.. Number 2: calculated total energy -1603.5661 a.u.. Number 3: calculated total energy -1208.8401 a.u.. Number 4: calculated total energy -803.5139 a.u..